(1)
Density functional theory data (the ωB97M-V functional and the def2-TZVPD basis) for a cluster of 2 separate species, CH8NS in total.

Structure (XYZ):
```
11
Properties=species:S:1:pos:R:3:forces:R:3
N 0.9926 1.8177 -0.3307 2.1 1.5 1.3
H 2.0180 1.6101 -0.5883 -2.3 -0.8 -0.1
H 0.8689 2.7793 -0.6208 -0.4 0.4 -0.4
H 0.1375 1.2563 -0.4876 0.6 -0.9 -1.3
H 0.9899 1.8901 0.6842 0.3 0.0 0.5
C -0.7665 -1.6399 0.7695 -1.2 -1.5 -0.8
S -0.6164 -0.7322 -0.7963 0.7 0.6 0.1
H -1.6244 -1.1895 1.2692 0.1 -0.4 0.1
H -1.0248 -2.7099 0.4323 0.6 1.6 1.1
H 0.1109 -1.5587 1.4249 -0.1 -0.2 -0.6
H -1.0859 -1.5234 -1.7564 -0.2 -0.3 0.2
```
Forces are in eV/Å.

For the energy above the lowest of the compared OMol25 structures with the same formula, charge and spin, the calculation gives 18.3 kcal per mole. The calculation puts the HOMO-LUMO gap at 9.2 eV. Its total charge is +1.

Here are the Mulliken charges for atoms 1 to 2, given in e: number 1, N, carries -0.425; number 2, H, carries 0.404

=====

(2)
Density functional theory data (the ωB97M-V functional and the def2-TZVPD basis) for a structure of composition C45H61N5O7PS2W.

Structure (XYZ):
```
122
Properties=species:S:1:pos:R:3:forces:R:3
W -0.0604 0.6257 0.5436 0.4 0.5 0.9
C -4.3131 -3.3630 -0.2756 0.0 0.1 0.0
N -4.2467 -2.0046 0.2371 0.0 0.0 0.0
C -5.4846 -1.2371 0.2742 0.1 -0.1 0.0
C -3.1480 -1.5190 0.8562 0.0 0.1 0.0
O -3.0953 -0.4304 1.4018 -0.1 -0.1 0.1
C -1.8994 -2.4032 0.8553 0.1 0.0 -0.1
O -0.8336 -1.7379 1.5007 -0.4 0.4 0.0
C -0.9673 -1.6535 2.9085 0.1 0.0 -0.1
C -0.4852 -0.2984 3.3953 0.0 0.0 -0.3
O -0.2942 0.6384 2.5940 0.0 0.0 0.2
N -0.3043 -0.1018 4.6845 0.2 0.0 0.4
C 0.3256 1.1434 5.1394 -0.1 0.0 0.0
C -0.3999 -1.1649 5.6767 0.0 0.1 0.0
H -5.0757 -3.4049 -1.0504 0.0 0.0 0.0
H -3.3680 -3.6639 -0.7244 0.0 0.0 0.0
H -4.5790 -4.0853 0.5028 0.0 0.0 0.0
H -6.2249 -1.7331 0.9066 0.0 0.0 0.0
H -5.2730 -0.2503 0.6735 0.0 0.0 0.0
H -5.8872 -1.1408 -0.7349 0.0 0.0 0.0
H -2.1070 -3.3684 1.3267 0.1 -0.1 0.0
H -1.5324 -2.5810 -0.1571 -0.1 -0.1 0.0
H -2.0129 -1.7531 3.2082 0.0 0.0 0.0
H -0.3784 -2.4557 3.3571 0.1 0.0 0.0
H 0.1016 1.9446 4.4443 0.0 0.0 0.0
H -0.0650 1.3846 6.1262 0.0 0.0 0.0
H 1.4072 1.0143 5.1689 0.0 0.0 0.0
H -1.0093 -1.9902 5.3263 0.0 0.0 0.0
H 0.5938 -1.5369 5.9337 0.0 0.0 0.0
H -0.8649 -0.7638 6.5752 0.0 0.0 0.0
C 3.2817 -0.4896 -3.1527 0.0 0.0 0.0
C 3.8815 0.6076 -2.3047 0.0 0.0 0.0
O 2.8425 1.1861 -1.4859 0.0 0.0 0.0
P 3.2549 2.0623 -0.1875 0.2 0.1 -0.5
S 4.6599 1.2529 0.8628 -0.2 0.1 0.1
S 1.3988 2.5952 0.5169 -0.1 -0.3 0.1
O 3.8643 3.4256 -0.7936 -0.1 0.0 0.2
C 3.1560 4.5552 -1.3261 0.0 -0.2 -0.1
C 2.9227 4.3931 -2.8128 0.0 0.0 0.0
H 4.0833 -1.0206 -3.6706 0.0 0.0 0.0
H 2.5936 -0.0893 -3.8996 0.1 -0.1 0.0
H 2.7417 -1.2012 -2.5275 0.0 0.0 0.0
H 4.3124 1.3993 -2.9215 0.0 0.0 0.0
H 4.6654 0.2151 -1.6588 0.0 0.0 0.1
H 3.7955 5.4120 -1.1206 0.0 0.0 0.0
H 2.2134 4.6913 -0.8001 0.0 0.0 0.1
H 3.8707 4.3010 -3.3455 0.0 0.0 0.0
H 2.3834 5.2594 -3.2036 0.0 0.0 0.0
H 2.3260 3.5008 -3.0050 0.0 0.0 0.0
O 2.4953 0.0872 3.0625 -0.3 0.1 0.1
C 2.4112 -0.7381 2.1826 0.0 -0.2 -0.4
N 3.0375 -1.9685 2.2187 0.0 0.0 -0.1
C 2.7935 -2.7563 1.0306 0.1 -0.2 0.2
C 1.7630 -1.8488 0.3381 0.2 0.6 0.0
O 1.1753 -2.1478 -0.6931 -0.2 0.0 -0.1
N 1.6400 -0.6713 1.0045 0.1 -0.6 0.4
C 2.2327 -4.1299 1.4304 0.0 0.1 -0.1
C 1.0427 -4.6480 0.9376 0.0 0.0 0.0
C 0.5763 -5.8853 1.3768 0.0 0.0 0.0
C 1.2978 -6.6200 2.3035 0.0 0.0 0.0
C 2.5065 -6.1204 2.7769 0.0 0.0 0.0
C 2.9669 -4.8894 2.3408 0.0 0.0 0.0
C 4.0116 -2.9184 0.1208 0.0 -0.1 0.0
C 3.9425 -3.8066 -0.9516 0.0 0.0 0.0
C 5.0340 -3.9866 -1.7852 0.0 0.0 0.0
C 6.2101 -3.2801 -1.5589 0.0 0.0 0.0
C 6.2756 -2.3803 -0.5072 0.0 0.0 0.0
C 5.1793 -2.1975 0.3301 0.0 0.1 0.0
H 3.8461 -2.0885 2.8037 0.0 0.1 0.0
H 0.4981 -4.0911 0.1886 0.0 0.0 0.0
H -0.3516 -6.2811 0.9797 0.0 0.0 0.0
H 0.9341 -7.5817 2.6440 0.0 0.0 0.0
H 3.0958 -6.6972 3.4794 0.0 0.0 0.0
H 3.9182 -4.5159 2.7055 0.0 0.0 0.0
H 3.0244 -4.3509 -1.1366 0.0 0.0 0.0
H 4.9692 -4.6848 -2.6101 0.0 0.0 0.0
H 7.0671 -3.4284 -2.2039 0.0 0.0 0.0
H 7.1774 -1.8069 -0.3326 0.0 0.0 0.0
H 5.2283 -1.4535 1.1163 0.0 -0.1 -0.1
C -4.9304 5.5403 -0.4104 0.1 0.0 0.0
C -4.0852 4.5727 0.3844 0.0 0.0 0.0
C -4.1149 4.5810 1.7704 0.0 0.0 0.0
C -3.3076 3.6894 2.4796 0.0 0.1 0.0
C -3.2766 3.7131 3.9886 0.0 0.0 -0.1
C -2.5141 2.7937 1.7930 0.1 -0.1 0.0
C -2.4713 2.7300 0.3843 0.0 0.0 0.0
C -3.2707 3.6681 -0.2933 0.0 0.1 0.0
N -1.6630 1.7755 -0.2077 -0.2 -0.3 -0.1
C -1.5846 1.5955 -1.6620 0.0 0.1 0.1
C -2.9020 1.2813 -2.3982 0.1 -0.2 0.0
C -2.6185 0.9877 -3.8814 0.0 0.0 0.0
C -1.7026 -0.2315 -4.0121 0.0 0.0 0.0
C -0.3782 0.0438 -3.2934 0.1 -0.2 0.0
C 0.3181 1.2484 -3.9255 -0.2 0.1 0.0
C -0.5999 2.4721 -3.8289 0.0 -0.1 0.0
C -1.9336 2.1963 -4.5332 0.0 0.0 0.1
C -0.8588 2.7715 -2.3521 -0.1 -0.1 -0.1
C -0.7237 0.3203 -1.8311 -0.3 0.5 -0.1
H -5.5407 6.1573 0.2489 0.0 0.0 0.0
H -5.5989 5.0095 -1.0921 0.0 0.0 0.0
H -4.3066 6.2048 -1.0132 0.0 0.0 0.0
H -4.7468 5.2880 2.2991 0.0 0.0 0.0
H -4.1601 4.2079 4.3930 0.0 0.0 0.0
H -2.3982 4.2559 4.3483 0.0 0.0 0.0
H -3.2306 2.7013 4.3979 0.0 0.0 0.0
H -1.9017 2.1030 2.3566 -0.1 0.0 0.0
H -3.2539 3.7450 -1.3683 0.0 -0.1 0.0
H -3.6096 2.1004 -2.3250 -0.1 0.1 0.0
H -3.3695 0.4108 -1.9182 0.0 0.0 0.0
H -3.5655 0.7886 -4.3900 0.0 0.0 0.0
H -1.5051 -0.4456 -5.0669 0.0 0.0 0.0
H -2.1874 -1.1153 -3.5809 0.0 0.0 0.0
H 0.2636 -0.8387 -3.3452 0.0 0.0 0.0
H 0.5570 1.0276 -4.9710 0.0 0.0 0.0
H 1.2552 1.4428 -3.3990 -0.1 0.1 0.0
H -0.1096 3.3306 -4.2960 0.0 0.0 0.0
H -1.7667 1.9990 -5.5973 0.0 0.0 0.0
H -2.5813 3.0764 -4.4581 0.0 0.0 0.0
H -1.4614 3.6751 -2.2468 0.0 0.0 0.0
H 0.0809 2.9494 -1.8287 0.0 0.0 0.0
H 0.2696 0.4378 -1.3055 0.5 -0.1 -0.9
H -1.2804 -0.5403 -1.4427 0.1 -0.1 0.1
```
Forces are in eV/Å.

For the energy above the lowest of the compared OMol25 structures with the same formula, charge and spin, the calculation gives 1.8 kcal per mole. The calculation puts the HOMO-LUMO gap (spin up / spin down) at 5.9 / 6.7 eV. The spin multiplicity is 4. As for the expectation value of S²: 3.766.

Here are the Mulliken charges for atoms 1 to 2, given in e: number 1, W, carries 0.867; number 2, C, carries -0.983

=====

(3)
Density functional theory data (the ωB97M-V functional and the def2-TZVPD basis) for a structure of composition C26H25ClCuF6NO4Si.

Structure (XYZ):
```
65
Properties=species:S:1:pos:R:3:forces:R:3
Cu 0.3495 -1.9834 0.0608 0.5 -0.3 0.5
C 4.4526 -0.8994 0.7588 -0.2 -0.1 -0.1
Si 3.4771 -1.3915 -0.7986 0.5 -0.1 0.0
C 4.3341 -0.5203 -2.2440 -0.2 -0.1 0.1
C 3.6450 -3.2604 -0.9817 0.0 0.2 0.0
N 1.8147 -0.9840 -0.7298 -0.5 0.2 -0.2
C 1.3796 0.2750 -0.8529 0.4 -0.3 0.0
C 1.8233 1.4606 -0.4246 -0.4 0.1 -0.1
C 1.1302 2.7730 -0.5934 0.0 -0.1 0.1
C -1.0528 2.6603 -0.4286 0.1 0.3 -0.2
C -1.5989 1.2817 -0.3158 0.2 0.0 -0.2
C -1.0602 0.2509 -0.9526 0.0 -0.3 0.2
O -1.5631 -1.0183 -1.0283 0.0 0.4 -0.3
C -2.9448 -1.1214 -1.1227 -0.3 0.0 0.1
C -3.6174 -1.8290 -0.1440 0.2 -0.1 0.1
C -4.9979 -1.9421 -0.2301 -0.1 0.0 -0.1
C -5.6863 -1.3599 -1.2847 0.0 0.0 0.0
C -4.9893 -0.6698 -2.2699 0.0 0.0 0.0
C -3.6124 -0.5426 -2.1927 0.1 0.0 -0.1
H 5.4754 -1.2839 0.7348 0.0 0.0 -0.1
H 3.9714 -1.2888 1.6597 0.0 0.0 0.0
H 4.5119 0.1869 0.8588 0.0 0.0 0.0
H 5.4028 -0.7465 -2.2714 0.0 0.0 0.1
H 4.2209 0.5623 -2.1529 0.0 0.0 0.0
H 3.9009 -0.8158 -3.2018 0.0 0.0 0.0
H 4.6937 -3.5600 -0.9105 0.0 0.0 0.0
H 3.2618 -3.6059 -1.9438 0.0 0.0 0.0
H 3.0935 -3.7808 -0.1952 0.0 0.0 0.0
H 2.7255 1.4634 0.1721 0.0 -0.1 0.1
H 1.8647 3.5699 -0.7248 0.0 0.0 -0.1
H -1.8762 3.3773 -0.4457 0.0 -0.1 0.0
H -2.5388 1.1365 0.1985 0.0 -0.1 0.0
H -3.0483 -2.2688 0.6682 0.0 0.0 0.0
H -5.5385 -2.4815 0.5371 0.0 0.0 0.0
H -6.7648 -1.4399 -1.3394 0.0 0.0 0.0
H -5.5218 -0.2314 -3.1043 0.0 0.0 0.0
H -3.0515 0.0056 -2.9415 0.0 0.0 0.0
C 1.1096 -2.4121 2.9881 -0.2 0.0 -0.1
C -0.4009 -2.5151 2.7040 -0.1 0.0 0.4
O -0.7501 -2.7704 1.4246 0.1 0.1 -0.3
C -1.0492 -1.1752 3.1714 0.0 0.1 0.0
F -0.8842 -0.9186 4.4939 0.0 0.0 -0.2
F -2.3701 -1.1242 2.9272 0.1 0.0 0.0
F -0.4948 -0.1337 2.5145 -0.1 -0.1 0.0
C -0.9593 -3.6623 3.5943 0.0 -0.2 0.0
F -2.2986 -3.7724 3.5340 0.2 0.0 0.0
F -0.4478 -4.8429 3.1926 -0.1 0.1 0.0
F -0.6406 -3.5441 4.9114 -0.1 0.0 -0.2
H 1.5101 -1.5655 2.4308 0.0 0.0 0.0
H 1.5828 -3.3242 2.6267 0.0 0.0 0.0
H 1.3087 -2.2852 4.0521 0.1 0.0 0.0
Cl -0.1096 7.1767 0.3282 0.0 0.1 -0.1
C -0.0903 5.4897 -0.1763 0.0 -0.1 0.8
C 0.0222 4.5749 0.7957 0.0 0.0 -0.3
C 0.0862 3.1029 0.5265 0.0 0.0 0.0
C -0.0184 2.8210 -1.6465 -0.6 -0.4 0.6
C -0.1721 4.1563 -2.2939 0.0 0.2 0.4
C -0.2111 5.3126 -1.6170 0.0 -0.2 -0.7
C -0.0042 1.7388 -2.6349 1.5 0.8 -2.3
O -0.5570 1.5312 -3.7076 -0.5 0.0 0.9
O 0.1243 0.3450 -1.6736 -0.5 -0.4 0.9
H 0.0980 4.9083 1.8222 0.0 0.1 0.0
H 0.1798 2.5231 1.4428 0.0 0.0 0.0
H -0.2847 4.1627 -3.3707 0.0 0.0 0.0
H -0.3443 6.2251 -2.1840 0.0 0.0 0.0
```
Forces are in eV/Å.

For the energy above the lowest of the compared OMol25 structures with the same formula, charge and spin, the calculation gives 128.0 kcal per mole. The calculation puts the HOMO-LUMO gap (spin up / spin down) at 5.7 / 7.5 eV. The spin multiplicity is 2. Its total charge is -1. As for the expectation value of S²: 0.754.

Here are the Mulliken charges for atoms 1 to 2, given in e: number 1, Cu, carries -0.674; number 2, C, carries -1.136

=====

(4)
Density functional theory data (the ωB97M-V functional and the def2-TZVPD basis) for a cluster of 3 separate species, C13H27N2O3 in total.

Structure (XYZ):
```
45
Properties=species:S:1:pos:R:3:forces:R:3
C 0.6246 2.7394 0.6795 0.2 -0.6 0.5
C 0.4684 1.4612 1.2359 -0.1 0.6 -0.7
C -0.1937 0.2457 0.5822 -1.8 0.5 1.0
C -1.7265 0.3280 0.3037 0.4 -0.8 0.5
O -1.9944 1.1287 -0.8867 -0.2 0.0 -0.3
C -2.6019 2.3747 -0.6501 0.1 0.4 0.1
C -3.3660 2.5445 0.6682 -1.0 0.7 -0.1
C -4.6359 1.6568 0.7635 0.7 -0.5 0.0
H -0.1597 3.4839 0.5430 -0.3 -0.9 -1.8
H 1.6413 3.0582 0.4008 0.0 0.8 1.9
H 0.8927 1.3237 2.2475 1.3 -0.6 -1.4
H 0.4105 -0.0562 -0.3097 0.1 0.6 0.2
H -0.0739 -0.5821 1.3048 -0.1 0.1 -0.2
H -2.0240 -0.7096 0.0119 0.1 0.3 0.0
H -1.8354 3.1716 -0.7329 -0.2 -0.1 0.1
H -3.3227 2.5873 -1.4679 0.2 -0.3 0.1
H -3.7480 3.5903 0.6651 0.3 -0.2 -0.1
H -2.7489 2.4738 1.5641 0.1 -0.4 -0.3
H -5.5035 2.1303 0.2811 0.1 0.0 0.2
H -4.4537 0.6946 0.2663 0.0 0.2 0.1
H -4.8451 1.4039 1.8127 -0.2 0.2 -0.3
C 3.3286 -1.1812 1.5031 0.0 0.0 -0.1
C 3.2462 -0.6620 2.9161 -0.2 0.2 -0.1
O 2.5238 0.2694 3.2159 0.4 -0.2 0.4
N 4.0144 -1.2747 3.8653 0.1 -0.1 -0.2
C 4.9255 -2.3886 3.6975 -0.1 0.3 0.4
H 2.6625 -0.5959 0.8735 0.0 0.0 0.1
H 4.3468 -1.0848 1.1210 0.0 -0.1 0.0
H 3.0152 -2.2255 1.4626 0.1 0.0 -0.1
H 3.9080 -0.8768 4.7841 0.0 0.0 0.0
H 4.6063 -3.2159 4.3355 0.1 -0.1 -0.1
H 5.9305 -2.0819 3.9971 0.1 -0.2 -0.1
H 4.9517 -2.7270 2.6672 0.0 0.0 0.0
C 0.3675 -0.3542 -3.3804 0.1 0.1 0.1
C 0.3314 -1.8442 -3.5820 0.1 -0.1 0.1
O 1.3373 -2.5423 -3.5517 0.0 0.0 -0.1
N -0.8865 -2.4067 -3.8027 0.1 0.2 -0.1
C -2.1766 -1.7441 -3.8596 0.1 -0.4 0.0
H 1.3933 -0.0400 -3.2090 0.0 -0.1 0.0
H -0.0091 0.1581 -4.2676 -0.1 0.1 0.1
H -0.2308 -0.0696 -2.5097 -0.1 0.1 -0.1
H -0.8514 -3.4042 -3.9328 0.0 0.0 0.0
H -2.8282 -2.1601 -3.0898 -0.1 0.2 0.0
H -2.6286 -1.9210 -4.8394 -0.1 0.1 0.0
H -2.0822 -0.6754 -3.6974 0.0 0.0 0.1
```
Forces are in eV/Å.

The calculation puts the HOMO-LUMO gap at 4.0 eV. Its total charge is -1.

Here are the Mulliken charges for atoms 1 to 2, given in e: number 1, C, carries -0.843; number 2, C, carries -0.261

=====

Number 1: largest force on an atom 2.83 eV/A, electronic energy -495.5506 Eh. Number 2: largest force on an atom 1.09 eV/A, electronic energy -3756.8181 Eh. Number 3: largest force on an atom 2.89 eV/A, electronic energy -4350.8493 Eh. Number 4: largest force on an atom 2.10 eV/A, electronic energy -846.5821 Eh.